This record from the Open Molecules 2025 dataset describes an isolated molecule of C5H10O in a non-equilibrium geometry. The level of theory is ωB97M-V with the def2-TZVPD basis set.

Values from the calculation:
Energy relative to the best compared isomer or geometry (same formula, charge and spin)   3.646 eV
SMILES   OCCC1CC1
E   -271.61863 a.u.
Kohn-Sham gap   9.42 eV
2S+1   1

Positions of all 16 atoms, in Å:
O -1.7842 1.1737 0.8724
C -1.0071 1.7442 -0.1182
C 0.1488 0.6151 -0.9881
C 0.6854 -0.2005 0.1117
C 1.1614 -1.6040 -0.0577
C -0.1504 -1.3399 0.6263
H -1.1908 0.9407 1.6037
H -0.3258 2.5017 0.2583
H -1.2039 1.5440 -1.1417
H 0.8874 1.2545 -1.5013
H -0.2762 -0.0350 -1.7994
H 1.1923 0.4148 0.8511
H 1.1441 -2.0269 -1.0580
H 2.0010 -1.9124 0.5528
H -1.0679 -1.5719 0.0893
H -0.2141 -1.4979 1.6987

---

This record from the Open Molecules 2025 dataset describes an isolated molecule of C5H10O in a non-equilibrium geometry. The level of theory is ωB97M-V with the def2-TZVPD basis set.

Values from the calculation:
Energy relative to the best compared isomer or geometry (same formula, charge and spin)   2.539 eV
SMILES   C=C(CC)OC
E   -271.65930 a.u.
Kohn-Sham gap   9.18 eV
2S+1   1

Positions of all 16 atoms, in Å:
C 0.9705 0.1842 -1.3438
C 0.1254 0.1856 -0.3078
C -1.3837 0.1186 -0.4824
C -2.2367 -0.3903 0.6710
O 0.7132 0.3973 0.8993
C 2.2027 -0.0308 0.8605
H 0.7725 -0.2741 -2.2894
H 1.7949 0.8801 -1.2656
H -1.5509 -0.4822 -1.3884
H -1.7191 1.1317 -0.7630
H -2.0931 0.2288 1.5599
H -3.3020 -0.3631 0.4106
H -1.9780 -1.4210 0.9256
H 2.9487 0.1235 0.0392
H 2.5453 0.5492 1.6988
H 2.1684 -1.1102 1.0149

---

This record from the Open Molecules 2025 dataset describes a structure of composition C5H10O. The level of theory is ωB97M-V with the def2-TZVPD basis set.

Values from the calculation:
Energy relative to the best compared isomer or geometry (same formula, charge and spin)   1.109 eV
E   -271.71187 a.u.
Kohn-Sham gap   10.70 eV
2S+1   1

Positions of all 16 atoms, in Å:
C -1.3632 0.4965 -0.7009
C -0.6912 -0.1942 0.4820
C -0.3710 -1.6754 0.2285
O 0.9879 -1.3554 -0.1154
C 0.8456 -0.0773 0.5391
C 1.5167 1.1051 -0.1250
H -1.2788 1.5888 -0.6412
H -2.4311 0.2519 -0.7278
H -0.9206 0.1721 -1.6512
H -1.1986 0.0580 1.4204
H -0.9019 -2.1742 -0.5924
H -0.4154 -2.2943 1.1372
H 1.2012 -0.1700 1.5802
H 1.3299 1.1339 -1.2051
H 2.5978 1.1208 0.0467
H 1.0929 2.0137 0.3249

---

This record from the Open Molecules 2025 dataset describes an isolated molecule of C5H10O. The level of theory is ωB97M-V with the def2-TZVPD basis set.

Values from the calculation:
Energy relative to the best compared isomer or geometry (same formula, charge and spin)   0.245 eV
SMILES   CCC(=O)CC
E   -271.74362 a.u.
Kohn-Sham gap   10.38 eV
2S+1   1

Positions of all 16 atoms, in Å:
C 2.4364 0.3036 0.2725
C 1.2783 -0.0196 -0.6787
C -0.0283 -0.4730 -0.0548
O -0.0042 -1.4517 0.6642
C -1.3659 0.1357 -0.4628
C -2.3902 -0.0046 0.6596
H 3.3352 0.4834 -0.3283
H 2.2773 1.1857 0.9017
H 2.6335 -0.5549 0.9197
H 1.5595 -0.9592 -1.1611
H 1.1445 0.7685 -1.4292
H -1.6938 -0.4487 -1.3370
H -1.2669 1.1705 -0.8112
H -2.1932 0.7212 1.4555
H -3.4106 0.1486 0.2984
H -2.3116 -1.0053 1.0916

---

This record from the Open Molecules 2025 dataset describes an isolated molecule of C5H10O in a non-equilibrium geometry. The level of theory is ωB97M-V with the def2-TZVPD basis set.

Values from the calculation:
Energy relative to the best compared isomer or geometry (same formula, charge and spin)   2.309 eV
SMILES   CC1(C)CCO1
E   -271.66775 a.u.
Kohn-Sham gap   10.42 eV
2S+1   1

Positions of all 16 atoms, in Å:
C -1.1861 -1.1670 -0.2624
C -0.2707 0.0624 -0.1575
C -1.1159 1.3255 0.0343
C 0.9373 -0.1328 0.7744
C 1.8530 -0.1463 -0.4199
O 0.7037 0.3145 -1.2498
H -1.9215 -1.1079 -1.0742
H -1.7583 -1.2421 0.6778
H -0.6129 -2.0922 -0.3620
H -1.8708 1.4269 -0.7584
H -0.4777 2.2118 -0.0129
H -1.6497 1.3224 0.9926
H 1.1415 -0.9293 1.4830
H 1.1272 0.8365 1.2473
H 2.2816 -0.9716 -0.9886
H 2.8191 0.2893 0.0763

---

This record from the Open Molecules 2025 dataset describes a cluster of 2 separate species, C5H10O in total. The level of theory is ωB97M-V with the def2-TZVPD basis set.

Values from the calculation:
Energy relative to the best compared isomer or geometry (same formula, charge and spin)   1.246 eV
SMILES   C=CC.CC=O
E   -271.70682 a.u.
Kohn-Sham gap   10.78 eV
2S+1   1

Positions of all 16 atoms, in Å:
C 1.5860 1.1660 -0.0458
C 1.4772 0.0234 -0.7205
C 0.4178 -0.2661 -1.7454
H 0.8727 1.9766 -0.1839
H 2.3906 1.3322 0.6663
H 2.2093 -0.7659 -0.5419
H -0.0272 -1.2570 -1.5912
H 0.8478 -0.2645 -2.7550
H -0.3826 0.4804 -1.7090
C -1.4639 -0.9802 1.1510
C -1.1840 0.4876 1.3212
O -1.6832 1.3580 0.6476
H -2.0112 -1.3502 2.0270
H -0.5194 -1.5340 1.0944
H -2.0597 -1.1443 0.2502
H -0.4702 0.7382 2.1348